(1)
{
  "formula": "C30H26IN4O4Re",
  "method": "the ωB97M-V functional and the def2-TZVPD basis",
  "symbols": ["Re", "I", "O", "O", "O", "O", "N", "N", "N", "N", "C", "C", "C", "C", "C", "C", "C", "C", "C", "C", "C", "C", "C", "C", "C", "C", "C", "C", "C", "C", "C", "C", "C", "C", "C", "C", "C", "C", "C", "C", "H", "H", "H", "H", "H", "H", "H", "H", "H", "H", "H", "H", "H", "H", "H", "H", "H", "H", "H", "H", "H", "H", "H", "H", "H", "H"],
  "xyz": [[1.112, 0.504, -0.150], [3.064, 1.207, 1.504], [0.206, 2.233, 0.352], [1.917, -1.517, -0.079], [-4.406, 0.063, 2.191], [-0.173, -0.788, -1.067], [0.264, 1.542, -1.896], [2.514, 0.796, -1.743], [-2.288, 4.144, 1.978], [0.000, -0.309, 1.423], [0.557, -1.541, 1.883], [-0.367, 4.889, 0.708], [1.577, -2.138, 1.148], [-3.325, 0.881, -1.830], [4.009, -2.251, -2.984], [-2.403, -1.540, -0.804], [-1.482, -0.560, -1.169], [2.573, 2.154, -2.286], [-3.675, 0.841, 3.130], [0.910, -3.194, 3.605], [3.305, -1.515, -2.023], [-1.133, 0.107, 1.878], [2.297, -3.580, -1.270], [-1.954, 0.651, -1.690], [1.125, 2.642, -2.341], [2.983, -4.274, -2.257], [3.879, -3.622, -3.090], [3.312, -0.073, -2.230], [-1.207, 3.806, 1.316], [-3.763, -1.298, -0.947], [2.306, -3.198, 1.648], [-1.587, 1.461, 1.786], [2.515, -2.225, -1.118], [-4.236, -0.083, -1.445], [-2.766, 1.850, 2.479], [0.240, -2.082, 3.124], [-3.061, 3.184, 2.529], [-0.989, 1.627, -2.135], [1.954, -3.739, 2.875], [-0.820, 2.444, 1.153], [0.867, 2.953, -3.353], [3.042, 2.136, -3.270], [-3.822, -0.266, 1.499], [-0.510, 4.932, -0.376], [-2.033, -2.488, -0.432], [-4.470, -2.067, -0.660], [3.176, 2.778, -1.627], [-1.357, 2.465, -2.730], [-5.298, 0.096, -1.534], [1.599, -4.093, -0.626], [3.151, -3.590, 1.104], [-0.494, -1.593, 3.751], [0.965, 3.483, -1.667], [-1.733, -0.594, 2.453], [-3.664, 1.827, -2.238], [-0.663, 5.847, 1.128], [2.523, -4.570, 3.269], [-3.116, 0.201, 3.824], [2.808, -5.336, -2.368], [4.441, -4.168, -3.834], [0.693, 4.712, 0.890], [0.646, -3.599, 4.572], [-4.421, 1.365, 3.722], [3.993, 0.255, -3.013], [-3.952, 3.529, 3.041], [4.643, -1.714, -3.678]],
  "mulliken_charge": [-0.360, -0.159, -0.659, 0.445, -0.529, -0.640, -0.125, 0.099, -0.620, 0.938, -0.251, -1.222, 0.942, -0.775, -1.026, -0.092, 0.350, -0.854, -1.098, -0.985, 0.497, -0.594, -0.433, 0.496, -0.603, -0.790, -0.827, -0.252, 0.751, -0.918, -0.451, 0.844, 0.971, -0.575, 0.598, -0.677, -0.901, -0.448, -0.778, 0.339, 0.618, 0.561, 0.392, 0.168, 0.509, 0.415, 0.219, 0.451, 0.418, 0.670, 0.620, 0.630, -0.015, 0.829, 0.459, 0.439, 0.459, 0.251, 0.441, 0.446, 0.341, 0.435, 0.464, 0.356, 0.380, 0.416],
  "gap_ev": [6.7, 6.4],
  "total_charge": 1,
  "e_homo_ev": [-10.63, -10.45],
  "s_squared": 0.757,
  "multiplicity": 2
}



(2)
{
  "formula": "C30H26N6PbS",
  "method": "the ωB97M-V functional and the def2-TZVPD basis",
  "symbols": ["Pb", "S", "N", "N", "N", "N", "N", "N", "C", "C", "C", "C", "C", "C", "C", "C", "C", "C", "C", "C", "C", "C", "C", "C", "C", "C", "C", "C", "C", "C", "C", "C", "C", "C", "C", "C", "C", "C", "H", "H", "H", "H", "H", "H", "H", "H", "H", "H", "H", "H", "H", "H", "H", "H", "H", "H", "H", "H", "H", "H", "H", "H", "H", "H"],
  "xyz": [[1.037, 0.197, -0.370], [-4.015, 5.748, 0.863], [-0.553, 2.090, -0.506], [-0.920, -2.175, -1.394], [-0.445, -1.667, -0.317], [0.314, -0.329, 1.903], [0.188, -0.495, -2.594], [-3.191, 6.287, -1.563], [-0.740, 1.961, 4.594], [-2.554, 3.161, 0.198], [1.470, 1.472, 2.986], [-0.258, 3.163, -1.238], [-1.450, -3.423, 0.999], [1.494, 2.516, 3.888], [3.358, -1.982, -0.886], [-0.775, 0.921, 3.689], [-3.148, 5.461, -0.519], [2.880, -3.770, -2.458], [3.199, -2.913, 0.181], [0.338, 0.651, 2.874], [0.428, 0.089, -3.761], [-0.719, -2.218, 0.871], [2.891, -4.226, -0.078], [-0.159, -0.321, -4.944], [-0.362, -1.467, 2.049], [-1.689, 2.089, 0.189], [-2.258, 4.293, -0.564], [-1.075, 4.274, -1.309], [-0.657, -1.545, -2.562], [-1.049, -1.394, -4.919], [2.713, -4.659, -1.394], [3.692, -0.648, -0.637], [-0.762, -2.004, 3.301], [0.387, 2.766, 4.693], [-1.295, -2.021, -3.716], [3.195, -2.457, -2.218], [-1.510, -3.144, 3.382], [-1.863, -3.862, 2.222], [2.373, 3.139, 3.975], [-1.597, 2.157, 5.222], [2.798, -4.932, 0.732], [2.467, -5.691, -1.592], [4.005, -0.348, 0.349], [-1.831, -3.509, 4.344], [0.678, 3.128, -1.778], [3.361, -1.773, -3.036], [0.388, 3.593, 5.385], [-0.770, 5.121, -1.905], [-1.678, -3.958, 0.091], [-1.899, 1.202, 0.763], [-1.670, 0.326, 3.577], [2.339, 1.245, 2.385], [-1.974, -2.852, -3.621], [-1.542, -1.718, -5.824], [2.779, -4.130, -3.471], [-2.736, 6.085, -2.439], [1.107, 0.929, -3.744], [0.055, 0.205, -5.858], [-3.453, 3.129, 0.792], [3.993, -0.013, -1.453], [3.360, -2.577, 1.196], [-2.441, -4.768, 2.309], [-3.806, 7.086, -1.526], [-0.444, -1.497, 4.196]],
  "mulliken_charge": [1.414, -0.308, -0.088, -1.121, 1.337, -0.184, 0.153, -0.367, -0.930, -0.713, -0.427, -0.483, -0.713, -0.779, 1.068, -0.039, 0.167, -0.748, -0.193, 0.349, -0.438, 0.287, -0.730, -0.759, 0.545, -0.458, 0.988, -0.836, 0.088, -0.405, -0.291, -1.400, -0.769, -0.571, -0.645, -0.206, -0.634, -0.829, 0.444, 0.415, 0.466, 0.464, 0.443, 0.455, 0.450, 0.441, 0.433, 0.408, 0.525, 0.492, 0.603, 0.376, 0.573, 0.442, 0.466, 0.190, 0.487, 0.458, 0.420, 0.444, 0.433, 0.444, 0.227, 0.671],
  "gap_ev": 3.6,
  "total_charge": 2,
  "e_homo_ev": -12.29,
  "multiplicity": 1
}